{"formula": "C8H16N2S2", "method": "the ωB97M-V functional and the def2-TZVPD basis", "elements": ["C", "C", "C", "N", "C", "S", "C", "S", "N", "C", "C", "C", "H", "H", "H", "H", "H", "H", "H", "H", "H", "H", "H", "H", "H", "H", "H", "H"], "positions_angstrom": [[-3.0277, -2.1594, -2.1446], [-1.5571, -1.7368, -2.2045], [-1.1793, -1.1307, -3.5924], [-1.3588, -0.8045, -1.0978], [-0.1943, -0.7402, -0.3155], [1.0631, -1.8565, -0.4881], [-0.0401, 0.3973, 0.6449], [-1.3480, 1.3597, 1.0221], [1.1789, 0.5888, 1.3145], [1.4626, 1.5214, 2.4149], [2.3534, 0.8756, 3.5031], [2.1236, 2.7780, 1.8537], [-3.2260, -3.0412, -2.7861], [-3.6631, -1.3221, -2.5300], [-3.2877, -2.4553, -1.1254], [-0.9549, -2.6288, -2.1168], [-1.7372, -0.1941, -3.7692], [-1.4510, -1.7583, -4.4335], [-0.1078, -0.8806, -3.6288], [-2.1316, -0.1222, -0.9075], [1.9236, 0.0015, 1.0283], [0.4990, 1.8464, 2.8728], [3.3696, 0.6912, 3.0908], [2.4685, 1.5497, 4.3752], [1.9199, -0.0583, 3.8720], [2.1611, 3.5691, 2.6313], [1.6071, 3.1423, 0.9698], [3.1344, 2.5682, 1.5470]], "atomic_forces_ev_per_a": [[-0.320, 0.025, -0.846], [-0.666, -0.031, -0.969], [-0.147, 1.030, 0.775], [1.924, 0.917, 1.640], [-0.480, -1.274, -2.296], [-0.914, 0.857, 0.129], [0.912, 1.567, 2.544], [0.221, -0.284, -0.362], [-2.648, -0.421, -1.021], [-0.612, 0.550, 0.333], [0.139, 0.120, -0.347], [-0.153, 0.435, 0.512], [0.201, 0.526, 0.191], [0.246, -0.658, 0.569], [-0.145, 0.252, -0.107], [0.366, -0.023, 0.678], [0.182, -0.194, 0.252], [0.115, -0.503, 0.102], [-0.338, -0.218, -0.018], [1.294, -0.701, -0.018], [0.642, -0.818, -0.355], [0.529, -0.567, -0.462], [-0.570, -0.048, 0.289], [-0.122, -0.208, -0.590], [0.114, 0.065, -0.136], [-0.056, -0.377, -0.496], [-0.267, 0.125, 0.092], [0.555, -0.146, -0.084]], "e_homo_ev": -8.5, "lumo_energy_ev": -0.9, "smiles": "CC(C)NC(=S)C(=S)NC(C)C"}

***

{"formula": "C8H16N2S2", "method": "the ωB97M-V functional and the def2-TZVPD basis", "elements": ["S", "C", "S", "N", "C", "C", "N", "C", "C", "C", "C", "C", "H", "H", "H", "H", "H", "H", "H", "H", "H", "H", "H", "H", "H", "H", "H", "H"], "positions_angstrom": [[-3.1634, 1.6482, 0.0164], [-2.3708, 0.2366, 0.1911], [-3.0366, -1.0714, -0.7817], [-1.3259, 0.0353, 1.0127], [-0.5775, -1.2062, 1.2258], [0.5278, -1.4979, 0.1713], [1.6031, -0.5434, 0.2126], [1.2398, 0.8377, -0.2082], [2.5262, 1.5872, -0.5518], [3.7530, 1.1048, 0.2498], [4.0776, -0.3679, -0.1170], [2.7666, -1.0620, -0.4948], [-2.1563, -2.0358, -0.5687], [-1.0818, 0.8861, 1.5419], [-0.0827, -1.1235, 2.2137], [-1.3244, -2.0224, 1.2564], [0.8979, -2.5421, 0.4136], [0.0689, -1.4955, -0.8802], [0.5456, 0.8899, -1.0988], [0.7669, 1.3281, 0.6471], [2.2864, 2.6661, -0.4095], [2.7702, 1.4858, -1.6263], [3.5365, 1.1924, 1.3547], [4.6308, 1.8133, 0.1396], [4.5049, -0.8732, 0.7283], [4.7534, -0.4626, -0.9457], [2.6264, -1.0348, -1.5907], [2.8600, -2.1365, -0.3041]], "atomic_forces_ev_per_a": [[-0.200, 0.880, 0.111], [0.348, -0.854, 0.040], [-0.281, 0.253, -0.114], [-0.103, 0.539, 0.270], [0.139, 0.113, -0.046], [-1.149, -0.453, -0.375], [0.200, -0.007, 0.105], [0.485, -0.711, -0.202], [0.297, 0.924, -0.388], [0.418, 0.952, 1.040], [-1.190, 0.876, 0.361], [0.128, -0.514, -0.638], [0.374, -0.378, 0.094], [-0.134, -0.861, -0.430], [-0.351, -0.105, -0.494], [0.568, 0.216, 0.114], [-0.244, 1.210, -0.411], [0.305, -0.299, 1.088], [0.378, -0.305, 0.808], [-0.008, -0.013, -0.274], [0.515, -0.602, -0.003], [-0.193, -0.049, 0.367], [-0.006, -0.316, -1.036], [-0.891, -0.904, -0.297], [0.341, -0.178, 0.457], [0.451, 0.155, -0.417], [-0.103, 0.283, 0.002], [-0.096, 0.149, 0.267]], "e_homo_ev": -8.4, "lumo_energy_ev": 0.6, "smiles": "S=C(S)NCCN1CCCCC1"}

***

{"formula": "C8H16N3", "method": "the ωB97M-V functional and the def2-TZVPD basis", "elements": ["C", "C", "C", "C", "C", "C", "C", "C", "N", "N", "N", "H", "H", "H", "H", "H", "H", "H", "H", "H", "H", "H", "H", "H", "H", "H", "H"], "positions_angstrom": [[2.7879, 0.0300, 1.0453], [1.3177, 0.3390, 1.3443], [2.9424, -0.1519, -0.2740], [0.7844, 0.4079, -0.1224], [-1.6110, -1.7522, 0.7051], [-2.0897, 2.6752, -0.2025], [-0.3285, 0.9635, -0.5641], [-1.0179, -1.9649, -0.6734], [1.7633, -0.1415, -0.9486], [0.2423, -2.4331, -1.0105], [-1.2172, 1.6232, 0.2123], [3.5359, 0.2559, 1.7176], [1.1475, 1.3150, 1.8073], [3.8387, -0.2004, -0.8043], [-1.9768, -0.6317, 0.7165], [-2.5567, -2.2285, 0.6063], [-0.9910, -2.2474, 1.4644], [-1.7741, 3.6872, -0.4112], [-2.7538, 2.3795, -0.9849], [-2.8689, 2.6041, 0.6186], [-0.5311, 1.0737, -1.6041], [-1.6458, -1.7027, -1.5373], [1.6799, -0.1584, -1.9738], [0.4845, -2.5371, -1.9965], [0.7232, -0.3305, 2.0665], [-0.9039, 1.8216, 1.1859], [1.0188, -2.6953, -0.3824]], "atomic_forces_ev_per_a": [[-1.870, 0.265, -1.032], [-0.793, -0.219, -0.764], [0.274, 0.067, 1.851], [0.632, -0.972, 1.235], [0.625, 0.905, -2.165], [-2.955, -0.740, 1.390], [-0.133, 0.823, -0.774], [3.480, -0.026, -0.212], [-1.412, -0.291, -1.568], [-3.027, 0.595, 0.706], [0.249, 0.300, 2.699], [1.530, -0.032, 1.260], [0.422, 0.202, -0.024], [1.312, -0.351, -0.683], [1.322, -1.674, 0.632], [-0.978, -0.855, 0.328], [-0.371, 0.911, 0.146], [0.747, 0.140, 0.278], [0.054, -0.444, -1.212], [0.836, 1.190, -0.637], [0.026, -0.146, -0.848], [0.403, -0.271, 0.323], [0.256, 0.383, 1.068], [-0.346, 0.082, 0.444], [0.926, 0.318, -1.231], [-0.147, -0.563, -1.176], [-1.062, 0.403, -0.033]], "e_homo_ev": [-10.5, -10.5], "lumo_energy_ev": [-4.1, -4.1], "charge": 1}

***

{"formula": "C8H16N3", "method": "the ωB97M-V functional and the def2-TZVPD basis", "elements": ["C", "C", "N", "C", "C", "C", "N", "N", "C", "C", "C", "H", "H", "H", "H", "H", "H", "H", "H", "H", "H", "H", "H", "H", "H", "H", "H"], "positions_angstrom": [[-2.0775, 1.6801, 0.5764], [-0.5490, 1.5632, 0.5188], [0.0141, 0.1438, 0.2952], [1.5305, -0.1783, 0.1138], [1.7277, -1.6218, -0.3621], [2.3440, 0.1701, 1.3364], [-0.4606, -0.7600, 1.6109], [-1.2782, -1.5400, 1.2269], [-1.6241, -1.4167, -0.0769], [-0.8590, -0.4211, -0.6398], [-0.9221, -0.0909, -2.1110], [-2.5330, 1.6490, -0.4803], [-2.5391, 0.9375, 1.0690], [-2.3451, 2.5582, 1.0658], [-0.1013, 1.8487, 1.5670], [-0.1985, 2.2217, -0.1974], [1.6941, 0.4763, -0.7475], [2.7313, -1.8383, -0.3551], [1.2787, -2.3451, 0.3351], [1.4408, -1.9002, -1.3609], [3.3350, 0.2033, 0.9197], [2.2160, -0.6744, 1.9606], [2.1259, 1.1923, 1.6832], [-2.4339, -1.9997, -0.6627], [-0.4291, 0.9664, -2.2160], [-1.8923, -0.1972, -2.4597], [-0.1953, -0.6270, -2.6096]], "atomic_forces_ev_per_a": [[1.402, 0.296, -4.169], [0.663, -0.573, 4.539], [-1.916, -0.654, 0.687], [-1.127, 0.730, -1.769], [-2.146, -0.003, 1.042], [-0.504, 0.879, -1.821], [1.125, 0.685, 0.984], [-0.383, -0.403, 1.251], [-0.648, 0.780, -3.797], [-1.363, -2.765, -1.634], [2.456, 3.805, 2.865], [0.703, 0.385, 1.519], [-1.403, -2.840, 2.010], [-0.259, 1.776, 0.581], [-0.820, -0.338, -2.083], [1.193, 1.027, -1.563], [0.660, 0.155, 0.167], [2.620, -0.240, 0.279], [0.012, 0.231, -0.136], [-0.627, 0.413, -0.444], [0.729, -0.093, 0.286], [0.152, -0.201, 1.499], [-0.045, -0.734, 0.451], [1.577, 0.894, 1.617], [-1.645, -1.416, -0.108], [-1.594, 0.009, -0.972], [1.187, -1.806, -1.283]], "e_homo_ev": -14.4, "lumo_energy_ev": -4.5, "smiles": "CC[N@@+]1(C(C)C)N=NC=C1C", "charge": 1}

***

Energy above the lowest of the compared OMol25 structures with the same formula, charge and spin for every record listed, in sequence, given in kJ/mol: 0.0 75.8 271.8 366.8.